No. 1
The following is a quantum chemistry calculation of a structure of composition C13H8BNO4PtS2Se3Te, from OMol25.

```
34
Properties=species:S:1:pos:R:3:forces:R:3:nbo_charge:R:1
Pt 0.5354 2.4257 -1.7719 0.1372 0.2950 -0.3958 0.19
Se -0.5982 4.5315 -2.3512 -0.0961 -0.2873 0.1187 -0.01
Se 0.8131 6.2597 -2.2192 0.1258 0.1113 0.0437 0.07
Te 2.9932 5.4305 -1.5171 -0.0396 0.0040 -0.0476 0.49
Se 2.7586 3.0129 -1.3390 -0.0932 -0.0413 0.1108 -0.17
O 0.9140 -0.5735 -2.2875 0.0685 0.0300 -0.0059 -0.67
B 1.1515 0.5140 -1.4445 -0.2024 -0.1728 0.0791 0.84
O 1.8424 0.0890 -0.3038 0.0421 0.0373 -0.0049 -0.70
C 1.9955 -1.2694 -0.4416 -0.0141 0.0063 0.0103 0.27
C 2.5798 -2.1618 0.4265 -0.0025 -0.0072 -0.0004 -0.26
C 2.5815 -3.4999 0.0341 -0.0038 0.0029 0.0013 -0.22
C 2.0175 -3.9021 -1.1723 -0.0025 -0.0049 0.0037 -0.22
C 1.4272 -2.9856 -2.0418 -0.0045 0.0062 -0.0059 -0.25
C 1.4348 -1.6682 -1.6441 0.0124 -0.0091 0.0187 0.21
H 3.0098 -1.8364 1.3637 -0.0026 0.0019 -0.0022 0.23
H 3.0302 -4.2403 0.6828 0.0000 -0.0010 -0.0008 0.22
H 2.0361 -4.9493 -1.4429 0.0002 -0.0007 -0.0007 0.22
H 0.9838 -3.2868 -2.9806 0.0001 -0.0012 -0.0022 0.23
O -4.1047 2.7807 2.0252 -0.0207 -0.0129 -0.0104 -0.91
S -2.7219 2.6591 1.6835 0.0647 0.0560 0.0397 2.28
O -1.7581 3.5202 2.3026 -0.0349 -0.0383 -0.0016 -0.92
N -2.5328 2.7842 0.0226 0.0171 0.0227 -0.0504 -0.69
C -2.0690 1.6944 -0.4644 -0.0480 0.0688 0.0151 0.17
S -1.6275 1.5273 -2.1633 0.0583 -0.0211 0.1105 -0.15
C -1.8794 0.5683 0.4948 0.0139 -0.0182 -0.0095 -0.16
C -1.4489 -0.7224 0.2488 0.0100 -0.0067 -0.0221 -0.17
C -1.3323 -1.5881 1.3297 0.0094 -0.0102 0.0038 -0.20
C -1.6461 -1.1684 2.6188 0.0006 0.0017 0.0018 -0.19
C -2.0907 0.1277 2.8632 0.0016 -0.0064 -0.0049 -0.20
C -2.1959 0.9698 1.7784 -0.0084 -0.0052 0.0040 -0.23
H -1.2177 -1.0379 -0.7613 0.0019 -0.0007 0.0079 0.24
H -0.9913 -2.6024 1.1666 0.0076 0.0010 -0.0053 0.22
H -1.5468 -1.8618 3.4436 0.0010 0.0013 0.0013 0.22
H -2.3429 0.4591 3.8614 0.0009 -0.0011 0.0003 0.23
```
Forces are in eV/Å.

Summary:
Kohn-Sham gap (spin up / spin down)   5.04 / 5.05 eV
DFT total energy   -252219.291 eV
Energy above the lowest of the compared OMol25 structures with the same formula, charge and spin   0.0 kcal per mole
HOMO energy (spin up / spin down)   -8.587 / -8.587 eV


No. 2
The following is a quantum chemistry calculation of a structure of composition C38H36BF3O3S, from OMol25.

```
82
Properties=species:S:1:pos:R:3:forces:R:3:mulliken_charge:R:1
C -3.1015 5.8392 -0.1224 -0.2527 0.1906 -0.3841 -1.32
C -2.4136 4.6383 0.3992 0.4927 -0.7876 1.2540 0.91
C -2.1891 4.3331 1.7302 -0.6945 -0.0072 -0.9288 -1.03
C -1.3997 3.1659 1.9269 0.4954 0.1343 -0.9510 -0.22
C -0.8843 2.7051 0.7302 -1.3375 1.2276 1.0600 0.11
B -0.9606 0.5854 0.4293 0.5408 -0.8677 -0.3607 -0.09
C 0.2611 1.7695 0.4937 1.0584 -0.8917 -0.5613 2.48
C 1.1193 1.5312 1.6506 -0.3333 -0.0669 0.4753 -1.36
C 2.4710 1.7597 1.6395 -0.2432 -0.4125 0.0786 -0.98
C 3.0722 2.3310 0.5156 0.2027 0.6981 -0.2198 0.45
C 4.5332 2.6168 0.4686 1.1286 -0.1399 -0.1241 0.70
F 5.1154 2.1578 -0.6915 -0.4624 0.3976 0.7430 -0.20
F 4.8338 3.9421 0.5227 -0.2524 -0.5010 -0.0199 -0.29
F 5.2107 2.0224 1.4843 -0.3337 0.2606 -0.3538 -0.31
C 2.3210 2.6700 -0.6124 0.3680 -0.2234 -0.0580 -1.40
C 1.0196 2.2699 -0.6856 -0.7604 -0.6448 -0.5281 -0.83
O -1.4883 0.1231 1.6055 -0.2025 -0.1015 -0.1848 -0.08
C -2.8508 -0.3418 1.3415 0.1126 0.0313 -0.0815 1.78
C -2.9213 -1.8163 1.6675 0.2564 -0.6992 -0.5030 -1.89
C -3.7899 0.3577 2.2968 -0.2778 0.4224 0.1140 -1.86
C -3.0808 0.0298 -0.1985 0.1781 0.0104 -0.0646 1.75
C -3.4947 -1.1196 -1.0832 -0.1261 -0.4854 -0.0082 -1.66
C -4.0418 1.1845 -0.4189 -0.2259 0.3148 0.1879 -2.13
O -1.7611 0.4651 -0.6641 -0.3695 -0.1135 0.1424 -0.38
S -1.6627 3.4534 -0.6250 0.3532 1.2940 0.5613 -0.17
H -3.4521 6.4479 0.7202 0.0500 -0.0962 -0.2940 0.38
H -2.4083 6.4271 -0.7385 -0.2328 0.0270 0.1646 0.27
H -3.9555 5.5684 -0.7538 0.0437 0.1502 0.1062 0.29
H -2.6103 4.9339 2.5299 0.0772 -0.1070 -0.0604 0.36
H -1.2312 2.6896 2.8854 0.3295 0.2566 -0.0915 0.51
H 0.6179 1.1309 2.5376 0.3375 0.2017 -0.2137 0.46
H 3.0766 1.4689 2.4951 -0.1155 0.1699 -0.1357 0.40
H 2.7952 3.2173 -1.4374 -0.2232 -0.5264 0.2478 0.36
H 0.4787 2.4184 -1.6266 0.1441 0.0723 0.4956 0.42
H -3.9659 -2.1784 1.6649 0.4261 0.1838 -0.0684 0.42
H -2.3464 -2.3837 0.9213 -0.2857 0.0086 0.5060 0.37
H -2.4915 -2.0036 2.6629 -0.0933 0.1377 -0.3217 0.42
H -4.8313 0.0828 2.0375 0.4569 0.3205 0.1763 0.35
H -3.5975 0.0109 3.3264 -0.0108 0.2148 -0.4039 0.44
H -3.6430 1.4451 2.2326 -0.2791 -0.3095 0.2430 0.30
H -4.5020 -1.4563 -0.8022 0.2271 -0.0480 -0.0698 0.38
H -3.5230 -0.7975 -2.1322 0.0207 0.0162 0.2568 0.38
H -2.7869 -1.9497 -1.0068 -0.3089 0.1196 -0.0876 0.24
H -5.0841 0.8563 -0.2811 0.3287 0.1073 0.0358 0.44
H -3.8297 2.0069 0.2764 -0.1960 -0.1097 -0.3314 0.30
H -3.9355 1.5503 -1.4496 -0.0032 -0.1127 0.2921 0.37
C 6.3214 -0.8651 -3.1746 -0.6378 0.4462 -0.0105 -0.80
O 5.0324 -0.2958 -3.4931 0.2036 0.0263 0.2680 -0.46
C 4.0232 -0.3268 -2.5830 -0.4824 -0.1651 0.0887 0.81
C 2.7246 -0.0063 -3.0617 1.2536 -0.0938 -0.2501 -1.36
C 1.6213 -0.2696 -2.2837 0.0388 0.4423 0.4706 -0.31
C 1.7670 -0.8328 -0.9888 -0.0018 0.0610 0.0810 1.16
C 0.6372 -1.4646 -0.3600 0.2230 0.0049 0.6169 0.37
C 0.7317 -2.0356 0.9884 -0.1914 -1.0413 -0.5133 0.64
C 0.0405 -3.2907 1.0139 0.2685 0.4905 0.2139 -0.38
C 0.0438 -4.1072 2.1418 -0.1827 0.5565 -0.3049 -0.56
C 0.6459 -3.6221 3.3066 0.4706 0.2624 -0.0393 -0.96
C 1.3562 -2.4081 3.2862 -0.2408 0.0715 -0.1659 -1.35
C 1.4405 -1.6379 2.1201 -0.1071 0.2110 0.0759 0.44
C -0.5695 -3.4851 -0.2987 0.1418 0.5719 -0.4368 -0.48
C -0.2457 -2.3573 -1.1337 0.0950 -0.8596 0.7187 0.89
C -0.6524 -2.3831 -2.4680 -0.2267 -0.3630 0.0737 0.14
C -1.4102 -3.4715 -2.9260 -0.0346 0.0405 0.0558 -0.92
C -1.7877 -4.5282 -2.0768 0.1889 0.1485 -0.2245 -1.03
C -1.3339 -4.5452 -0.7556 -0.0290 0.2878 -0.1839 -0.08
C 3.0830 -0.9458 -0.4539 -0.2456 0.0290 -0.1481 -0.84
C 4.1968 -0.7094 -1.2334 -0.0033 0.1219 -0.4558 -0.77
H 6.8694 -0.7487 -4.1070 0.1567 -0.1060 0.1753 0.28
H 6.8193 -0.3141 -2.3674 -0.0994 -0.0326 -0.1695 0.28
H 6.2479 -1.9239 -2.9012 -0.1414 0.1561 -0.0628 0.32
H 2.6480 0.4044 -4.0738 -0.0397 -0.2345 0.3637 0.46
H 0.6157 -0.0393 -2.6482 0.4862 -0.1161 0.1172 0.74
H -0.4353 -5.0851 2.0890 0.0644 0.2210 0.2423 0.41
H 0.6143 -4.1981 4.2277 0.0266 0.0210 -0.1692 0.39
H 1.8559 -2.0335 4.1818 -0.1562 -0.2854 -0.1727 0.43
H 2.0184 -0.7122 2.0678 -0.1645 -0.5220 0.3534 0.40
H -0.3989 -1.5657 -3.1358 -0.1599 -0.3535 -0.0140 0.33
H -1.7111 -3.4979 -3.9787 0.0265 0.0351 0.4275 0.39
H -2.4080 -5.3423 -2.4657 0.2893 0.3059 0.1497 0.37
H -1.5431 -5.3559 -0.0657 -0.1594 -0.0861 -0.2161 0.45
H 3.2516 -1.3000 0.5646 -0.2042 0.0161 -0.4645 0.35
H 5.1983 -0.8580 -0.8158 -0.4335 0.0152 -0.2214 0.41
```
Forces are in eV/Å.

Summary:
Kohn-Sham gap   3.94 eV
DFT total energy   -65796.616 eV
Energy above the lowest of the compared OMol25 structures with the same formula, charge and spin   55.7 kcal per mole
HOMO energy   -5.899 eV


No. 3
The following is a quantum chemistry calculation of a cluster of 2 separate species, C18H25N3O3S in total, from OMol25.

```
50
Properties=species:S:1:pos:R:3:forces:R:3:nbo_charge:R:1
C 0.6624 -6.0087 0.4899 0.1803 0.4043 -0.1620 -0.41
N 0.2486 -4.6073 0.5509 -0.9229 -0.3257 0.2953 -0.60
C 1.0828 -3.5660 0.6646 1.7705 0.0528 0.0548 0.65
O 2.3049 -3.6979 0.6949 -0.7425 0.1479 0.0382 -0.63
C 0.4374 -2.1723 0.7621 -0.0689 0.2654 0.3520 -0.15
C 0.1543 -1.6095 -0.6320 0.1214 0.3299 -0.0902 -0.05
O -0.7788 -2.4260 -1.3109 -0.1689 -0.4163 0.1176 -0.73
N 1.2452 -1.1986 1.5137 -0.8213 -0.9362 -2.0655 -0.60
C 1.4357 -1.1433 2.8291 0.2889 0.3274 1.7686 0.69
C 0.7940 -2.1803 3.7284 0.1739 0.0999 -0.3358 -0.72
O 2.1031 -0.2444 3.3177 0.1462 0.1663 -0.0474 -0.64
H 1.5757 -6.1585 1.0708 -0.1458 0.1705 -0.1099 0.23
H -0.1224 -6.6489 0.8950 0.0059 0.1670 -0.0376 0.20
H 0.8564 -6.2892 -0.5464 0.0657 -0.1436 0.0425 0.20
H -0.7314 -4.3952 0.4329 0.1226 -0.0925 -0.0189 0.40
H -0.5230 -2.2797 1.2651 -0.1914 0.0201 0.0559 0.21
H 1.0840 -1.5588 -1.2015 0.2256 0.0701 0.0536 0.17
H -0.2590 -0.6045 -0.5366 0.1324 0.1915 0.2106 0.18
H -0.9103 -2.0706 -2.1953 0.0103 -0.0410 0.0867 0.48
H 1.7323 -0.4878 0.9906 0.0992 0.0417 -0.0435 0.42
H -0.2876 -2.1311 3.6284 -0.1659 -0.1747 -0.0044 0.22
H 1.0737 -1.9691 4.7591 -0.0068 0.0708 -0.1714 0.25
H 1.1576 -3.1686 3.4558 -0.1481 -0.1950 -0.0268 0.23
C -0.5931 3.2827 -4.5287 -0.0085 0.0107 0.8248 -0.40
N -1.1878 3.2487 -3.1806 -0.4960 0.0567 -0.3416 -0.64
C -1.0000 2.0539 -2.3383 0.1574 0.6160 -0.0497 -0.25
C 0.1138 2.2625 -1.3305 0.3010 -0.5548 0.5610 -0.04
C 1.4168 2.3871 -1.8472 0.0017 0.0151 0.6275 -0.21
C 2.5288 2.4966 -1.0146 -0.2369 0.0068 -0.0806 -0.21
C 2.3592 2.4730 0.3644 -0.2516 -0.0354 0.0470 -0.21
C 1.0799 2.3470 0.9011 0.3979 0.1012 -0.2864 -0.21
C -0.0615 2.2432 0.0845 0.6327 -0.1178 -0.1366 -0.01
C -1.3508 2.0834 0.7921 -0.9467 0.1799 -0.0399 -0.23
C -2.5632 2.6578 0.4790 -0.2640 -0.5793 0.9694 -0.25
C -3.6138 2.3372 1.4380 1.0996 -0.0964 -0.2448 -0.25
C -3.1665 1.5423 2.4608 0.2250 0.3466 -0.7085 -0.40
S -1.4672 1.1462 2.2860 -0.9398 0.6070 -0.6341 0.41
H -0.8126 2.3571 -5.0704 -0.0456 0.1336 0.1641 0.19
H -1.0085 4.1204 -5.0972 -0.0064 -0.1459 0.1190 0.20
H 0.4906 3.4127 -4.4789 0.1737 -0.0316 -0.2946 0.16
H -0.9822 4.1005 -2.6556 -0.0026 -0.4736 -0.3071 0.36
H -1.9405 1.8038 -1.8469 0.0833 0.0119 0.0490 0.21
H -0.7531 1.1929 -2.9683 0.0527 0.1719 -0.1137 0.19
H 1.5792 2.3760 -2.9186 -0.1550 -0.0286 0.0315 0.21
H 3.5248 2.5877 -1.4382 -0.1423 -0.0167 0.0096 0.22
H 3.2180 2.5492 1.0259 -0.1618 -0.0362 -0.0714 0.23
H 0.9865 2.3379 1.9834 -0.1242 -0.0413 -0.1404 0.23
H -2.7171 3.3132 -0.3733 0.0677 -0.1328 0.1380 0.23
H -4.6336 2.7034 1.3593 0.2182 -0.0826 0.0377 0.23
H -3.7819 1.1997 3.2868 0.4098 -0.0852 -0.0918 0.24
```
Forces are in eV/Å.

Summary:
Kohn-Sham gap   8.67 eV
SMILES   CNC(=O)[C@H](CO)NC(C)=O.CNCc1ccccc1-c1cccs1
DFT total energy   -40519.893 eV
Energy above the lowest of the compared OMol25 structures with the same formula, charge and spin   66.7 kcal per mole
HOMO energy   -8.267 eV